A cluster of 19 separate species, C66H177N7O38 in total. Source: the Open Molecules 2025 dataset; level of theory: ωB97M-V with the def2-TZVPD basis set.

Calculated values
LUMO = 0.1 eV
Energy above the lowest of the compared OMol25 structures with the same formula, charge and spin = 38.9 kcal/mol
Frontier orbital gap = 0.301 Ha
E_tot = -5862.513134 a.u.
HOMO level = -8.0870 eV

Element x y z (Å)
C (-7.681, 1.065, 29.603)
C (-8.987, 1.841, 29.328)
O (-8.718, 2.813, 28.338)
O (-6.748, 1.907, 30.256)
H (-7.235, 0.812, 28.641)
H (-7.882, 0.253, 30.303)
H (-9.458, 2.383, 30.148)
H (-9.806, 1.184, 29.034)
H (-8.891, 2.444, 27.469)
H (-6.370, 2.372, 29.507)
C (-17.184, 1.719, 32.310)
C (-18.525, 2.415, 32.226)
O (-19.537, 1.583, 32.868)
O (-16.154, 2.374, 31.534)
H (-17.241, 0.736, 31.844)
H (-16.959, 1.547, 33.362)
H (-18.747, 2.549, 31.167)
H (-18.494, 3.376, 32.737)
H (-20.268, 2.079, 33.244)
H (-15.968, 3.196, 31.993)
C (-8.426, 3.348, 36.610)
C (-6.823, 3.141, 36.863)
O (-6.222, 3.432, 35.598)
O (-8.800, 4.609, 37.114)
H (-9.064, 2.659, 37.164)
H (-8.776, 3.321, 35.578)
H (-6.656, 2.096, 37.124)
H (-6.375, 3.628, 37.729)
H (-6.461, 2.712, 35.009)
H (-9.759, 4.635, 37.151)
C (-7.537, -0.291, 33.455)
C (-9.011, 0.062, 33.520)
O (-9.830, -0.529, 32.493)
O (-6.877, 0.220, 34.634)
H (-7.112, 0.094, 32.528)
H (-7.470, -1.377, 33.525)
H (-9.125, 1.146, 33.533)
H (-9.304, -0.220, 34.532)
H (-10.625, 0.004, 32.422)
H (-5.936, 0.027, 34.607)
C (-10.997, 7.002, 33.084)
C (-11.456, 6.687, 31.635)
O (-12.352, 5.638, 31.774)
O (-12.094, 7.402, 33.826)
H (-10.219, 7.763, 33.022)
H (-10.576, 6.094, 33.517)
H (-10.612, 6.431, 30.994)
H (-11.941, 7.557, 31.192)
H (-12.846, 5.531, 30.957)
H (-12.641, 6.613, 33.816)
C (-9.542, -3.894, 32.136)
C (-8.644, -5.182, 31.968)
O (-8.696, -5.680, 30.606)
O (-9.146, -2.900, 31.240)
H (-9.557, -3.430, 33.122)
H (-10.560, -4.100, 31.806)
H (-8.858, -5.949, 32.712)
H (-7.638, -4.815, 32.170)
H (-8.476, -4.888, 30.110)
H (-9.379, -2.056, 31.633)
C (-10.343, -2.913, 24.707)
C (-10.526, -3.107, 23.155)
O (-9.715, -4.276, 22.706)
O (-11.135, -3.840, 25.370)
H (-10.730, -1.931, 24.978)
H (-9.308, -3.126, 24.975)
H (-10.340, -2.204, 22.574)
H (-11.593, -3.269, 23.001)
H (-10.133, -5.079, 23.027)
H (-10.897, -4.751, 25.182)
C (-9.519, 2.818, 23.989)
C (-10.305, 2.166, 25.197)
O (-9.272, 1.470, 25.875)
O (-9.207, 1.751, 23.097)
H (-8.731, 3.480, 24.346)
H (-10.102, 3.583, 23.475)
H (-11.100, 1.497, 24.867)
H (-10.759, 3.046, 25.652)
H (-8.996, 0.652, 25.454)
H (-8.345, 1.518, 23.450)
C (-12.194, -3.711, 28.783)
C (-11.851, -5.219, 28.514)
O (-12.947, -6.068, 28.512)
O (-12.877, -3.281, 27.637)
H (-11.261, -3.149, 28.830)
H (-12.796, -3.567, 29.680)
H (-11.203, -5.592, 29.307)
H (-11.323, -5.181, 27.561)
H (-13.604, -5.624, 27.971)
H (-12.471, -3.526, 26.802)
C (-16.504, 0.533, 27.079)
C (-16.723, 1.858, 27.802)
O (-17.265, 2.778, 26.897)
O (-15.588, 0.729, 26.070)
H (-17.415, 0.029, 26.755)
H (-16.124, -0.222, 27.767)
H (-15.750, 2.168, 28.184)
H (-17.432, 1.733, 28.620)
H (-16.709, 2.957, 26.136)
H (-15.875, 1.463, 25.522)
C (-13.043, 2.807, 38.847)
C (-13.322, 2.714, 40.339)
O (-12.457, 1.748, 40.859)
O (-11.683, 3.154, 38.686)
H (-13.701, 3.579, 38.448)
H (-13.351, 1.845, 38.437)
H (-14.350, 2.489, 40.623)
H (-13.117, 3.620, 40.908)
H (-11.609, 1.814, 40.414)
H (-11.573, 4.075, 38.934)
C (-8.312, -3.858, 27.683)
C (-8.600, -2.382, 27.571)
O (-7.763, -1.675, 26.681)
O (-7.268, -4.204, 28.580)
H (-8.135, -4.287, 26.696)
H (-9.182, -4.379, 28.085)
H (-8.510, -1.822, 28.501)
H (-9.630, -2.207, 27.260)
H (-6.914, -2.108, 26.563)
H (-6.419, -3.901, 28.251)
C (-13.599, -1.170, 35.036)
O (-14.786, -1.145, 34.272)
C (-15.852, -1.661, 35.068)
C (-17.229, -1.493, 34.331)
N (-18.184, -2.433, 34.931)
C (-19.472, -2.332, 34.204)
C (-20.503, -1.217, 34.539)
O (-21.223, -1.508, 35.731)
C (-20.529, -1.524, 36.949)
H (-12.848, -0.685, 34.413)
H (-13.077, -2.118, 35.164)
H (-13.488, -0.669, 35.998)
H (-15.943, -1.052, 35.968)
H (-15.532, -2.652, 35.393)
H (-17.069, -1.781, 33.292)
H (-17.430, -0.424, 34.394)
H (-17.870, -3.393, 34.924)
H (-19.941, -3.313, 34.285)
H (-19.197, -2.270, 33.151)
H (-21.177, -1.086, 33.693)
H (-20.035, -0.233, 34.570)
H (-19.718, -2.248, 37.030)
H (-21.333, -1.748, 37.650)
H (-20.163, -0.520, 37.160)
C (-17.345, -4.649, 31.592)
O (-16.994, -5.116, 30.264)
C (-15.841, -4.524, 29.656)
C (-16.156, -3.167, 29.010)
N (-17.069, -3.114, 27.915)
C (-16.440, -3.306, 26.612)
C (-17.551, -3.488, 25.583)
O (-18.312, -4.622, 25.837)
C (-19.150, -5.140, 24.848)
H (-18.098, -5.308, 32.022)
H (-17.777, -3.654, 31.704)
H (-16.454, -4.757, 32.211)
H (-15.391, -5.122, 28.863)
H (-15.105, -4.321, 30.434)
H (-15.242, -2.614, 28.797)
H (-16.742, -2.658, 29.776)
H (-17.676, -3.921, 27.895)
H (-15.708, -4.103, 26.479)
H (-15.974, -2.333, 26.459)
H (-17.017, -3.529, 24.633)
H (-18.250, -2.654, 25.528)
H (-19.486, -4.372, 24.150)
H (-19.989, -5.678, 25.290)
H (-18.525, -5.876, 24.343)
C (-12.939, 4.721, 28.391)
O (-13.713, 5.385, 29.388)
C (-15.093, 4.989, 29.522)
C (-15.734, 5.763, 30.688)
N (-15.326, 5.131, 31.975)
C (-15.898, 5.825, 33.099)
C (-15.330, 5.248, 34.402)
O (-13.901, 5.430, 34.522)
C (-13.514, 5.045, 35.783)
H (-11.902, 5.050, 28.450)
H (-13.319, 4.938, 27.393)
H (-12.994, 3.642, 28.533)
H (-15.056, 3.937, 29.803)
H (-15.634, 5.105, 28.583)
H (-16.814, 5.630, 30.631)
H (-15.574, 6.839, 30.617)
H (-14.334, 5.310, 32.024)
H (-16.985, 5.767, 33.154)
H (-15.645, 6.885, 33.097)
H (-15.516, 4.176, 34.466)
H (-15.890, 5.759, 35.185)
H (-12.443, 4.977, 35.974)
H (-13.845, 4.036, 36.029)
H (-13.819, 5.772, 36.535)
C (-12.231, -0.130, 27.678)
O (-12.177, 0.361, 29.044)
C (-12.476, -0.519, 30.088)
C (-13.130, 0.226, 31.253)
N (-12.116, 1.065, 31.891)
C (-12.784, 2.004, 32.790)
C (-11.770, 3.034, 33.388)
O (-10.779, 2.634, 34.423)
C (-11.319, 1.893, 35.507)
H (-11.562, -0.974, 27.513)
H (-11.755, 0.709, 27.171)
H (-13.274, -0.323, 27.426)
H (-11.602, -1.107, 30.367)
H (-13.265, -1.137, 29.658)
H (-13.629, -0.411, 31.983)
H (-13.960, 0.818, 30.867)
H (-11.799, 1.633, 31.118)
H (-13.402, 1.580, 33.582)
H (-13.581, 2.587, 32.328)
H (-12.236, 3.852, 33.938)
H (-11.250, 3.508, 32.556)
H (-10.551, 1.607, 36.226)
H (-11.859, 1.072, 35.035)
H (-12.048, 2.479, 36.066)
C (-11.832, 0.036, 18.502)
O (-12.387, -0.163, 19.821)
C (-11.859, 0.720, 20.820)
C (-12.675, 0.658, 22.114)
N (-12.644, -0.759, 22.718)
C (-13.612, -0.849, 23.781)
C (-14.875, -1.644, 23.454)
O (-15.577, -0.897, 22.429)
C (-16.355, -1.694, 21.569)
H (-12.350, -0.663, 17.846)
H (-10.773, -0.215, 18.447)
H (-11.944, 1.056, 18.135)
H (-11.917, 1.743, 20.450)
H (-10.856, 0.332, 20.996)
H (-13.699, 0.893, 21.827)
H (-12.252, 1.407, 22.783)
H (-12.841, -1.384, 21.949)
H (-13.925, 0.158, 24.057)
H (-13.103, -1.341, 24.610)
H (-15.466, -1.811, 24.354)
H (-14.592, -2.613, 23.042)
H (-17.164, -2.090, 22.184)
H (-15.723, -2.534, 21.281)
H (-16.770, -1.145, 20.724)
C (-9.201, 0.151, 38.963)
O (-8.277, 1.171, 39.307)
C (-6.893, 0.914, 39.572)
C (-6.167, -0.220, 38.715)
N (-4.984, -0.744, 39.531)
C (-5.356, -2.044, 40.189)
C (-4.079, -2.611, 40.877)
O (-4.164, -3.925, 41.393)
C (-4.325, -4.900, 40.401)
H (-9.471, -0.504, 39.792)
H (-8.799, -0.389, 38.106)
H (-10.150, 0.482, 38.542)
H (-6.963, 0.711, 40.641)
H (-6.445, 1.899, 39.438)
H (-5.727, 0.117, 37.777)
H (-6.803, -1.078, 38.500)
H (-4.878, -0.097, 40.299)
H (-5.663, -2.747, 39.416)
H (-6.146, -1.911, 40.928)
H (-3.719, -2.054, 41.743)
H (-3.203, -2.635, 40.229)
H (-4.242, -4.585, 39.361)
H (-5.278, -5.427, 40.447)
H (-3.510, -5.622, 40.445)
C (-13.593, -3.685, 32.784)
O (-13.213, -4.873, 32.059)
C (-13.451, -6.131, 32.782)
C (-12.515, -7.189, 32.169)
N (-12.927, -7.755, 30.828)
C (-14.299, -8.345, 30.767)
C (-14.589, -9.473, 31.715)
O (-13.470, -10.370, 31.618)
C (-13.778, -11.649, 32.236)
H (-12.934, -2.865, 32.498)
H (-13.822, -3.803, 33.843)
H (-14.546, -3.343, 32.381)
H (-14.499, -6.430, 32.740)
H (-13.257, -6.117, 33.855)
H (-12.270, -7.943, 32.917)
H (-11.535, -6.743, 32.002)
H (-12.936, -6.970, 30.193)
H (-14.564, -8.630, 29.748)
H (-15.007, -7.555, 31.017)
H (-15.490, -10.018, 31.434)
H (-14.656, -9.179, 32.763)
H (-14.332, -11.588, 33.173)
H (-12.857, -12.020, 32.687)
H (-14.179, -12.358, 31.512)

Forces on atoms 1 to 3 (eV/Å):
C -1.24 0.95 0.95
C -0.06 -0.40 -0.49
O -0.04 0.76 -0.08

A structure of composition C5H7NO. Source: the Open Molecules 2025 dataset; level of theory: ωB97M-V with the def2-TZVPD basis set.

Calculated values
LUMO = 0.9 eV
Energy above the lowest of the compared OMol25 structures with the same formula, charge and spin = 82.1 kcal/mol
Frontier orbital gap = 0.366 Ha
E_tot = -324.593612 a.u.
HOMO level = -9.0891 eV

Element x y z (Å)
C (-2.331, -0.599, 0.071)
C (-1.100, 0.318, -0.158)
C (-0.656, 1.560, 0.021)
C (1.113, 0.174, -0.198)
C (2.453, -0.500, 0.063)
H (-3.215, -0.110, 0.166)
H (-2.124, -1.122, 0.996)
H (-2.168, -1.240, -1.063)
H (-0.991, 2.499, -0.016)
H (2.813, -0.824, -0.985)
H (3.158, 0.480, 0.796)
H (2.268, -1.481, 0.720)
N (0.786, 1.386, -0.141)
O (-0.005, -0.541, -0.273)

Forces on atoms 1 to 3 (eV/Å):
C 4.59 -1.15 -4.25
C -1.16 -2.32 1.40
C 4.58 -4.13 -1.82

The molecule C17H18ClN3O2. Source: the Open Molecules 2025 dataset; level of theory: ωB97M-V with the def2-TZVPD basis set.

Calculated values
LUMO = 0.5 eV
Energy above the lowest of the compared OMol25 structures with the same formula, charge and spin = 26.2 kcal/mol
Frontier orbital gap = 0.285 Ha
SMILES = O=C(Nc1ccc(Cl)cc1)Nc1ccc(N2CCOCC2)cc1
E_tot = -1433.562945 a.u.
HOMO level = -7.2965 eV

Element x y z (Å)
O (1.162, 0.857, -0.302)
C (1.225, -0.335, -0.110)
N (2.411, -1.027, 0.073)
C (3.711, -0.528, 0.078)
C (4.013, 0.817, -0.123)
C (5.327, 1.244, -0.107)
C (6.349, 0.335, 0.110)
Cl (7.994, 0.874, 0.130)
C (6.066, -1.006, 0.311)
C (4.753, -1.431, 0.294)
N (0.144, -1.175, -0.044)
C (-1.216, -0.856, -0.181)
C (-1.685, 0.435, -0.392)
C (-3.039, 0.677, -0.507)
C (-3.979, -0.355, -0.424)
N (-5.338, -0.154, -0.590)
C (-5.874, 1.120, -0.999)
C (-6.212, 1.992, 0.225)
O (-6.599, 1.191, 1.326)
C (-7.259, 0.016, 0.926)
C (-6.289, -0.929, 0.186)
C (-3.491, -1.652, -0.228)
C (-2.140, -1.894, -0.102)
H (2.353, -2.023, 0.231)
H (3.215, 1.520, -0.291)
H (5.556, 2.287, -0.262)
H (6.866, -1.710, 0.480)
H (4.533, -2.478, 0.452)
H (0.315, -2.158, 0.112)
H (-0.986, 1.251, -0.456)
H (-3.356, 1.698, -0.648)
H (-5.176, 1.630, -1.661)
H (-6.787, 0.917, -1.572)
H (-7.018, 2.699, -0.028)
H (-5.341, 2.556, 0.566)
H (-8.126, 0.261, 0.295)
H (-7.620, -0.454, 1.842)
H (-5.746, -1.523, 0.922)
H (-6.859, -1.605, -0.466)
H (-4.174, -2.487, -0.194)
H (-1.796, -2.909, 0.051)

Forces on atoms 1 to 3 (eV/Å):
O -0.05 0.31 -0.05
C 0.15 -0.42 0.07
N -0.15 -0.44 0.06

Repeat the third record exactly.
The molecule C17H18ClN3O2. Source: the Open Molecules 2025 dataset; level of theory: ωB97M-V with the def2-TZVPD basis set.

Calculated values
LUMO = 0.5 eV
Energy above the lowest of the compared OMol25 structures with the same formula, charge and spin = 26.2 kcal/mol
Frontier orbital gap = 0.285 Ha
SMILES = O=C(Nc1ccc(Cl)cc1)Nc1ccc(N2CCOCC2)cc1
E_tot = -1433.562945 a.u.
HOMO level = -7.2965 eV

Element x y z (Å)
O (1.162, 0.857, -0.302)
C (1.225, -0.335, -0.110)
N (2.411, -1.027, 0.073)
C (3.711, -0.528, 0.078)
C (4.013, 0.817, -0.123)
C (5.327, 1.244, -0.107)
C (6.349, 0.335, 0.110)
Cl (7.994, 0.874, 0.130)
C (6.066, -1.006, 0.311)
C (4.753, -1.431, 0.294)
N (0.144, -1.175, -0.044)
C (-1.216, -0.856, -0.181)
C (-1.685, 0.435, -0.392)
C (-3.039, 0.677, -0.507)
C (-3.979, -0.355, -0.424)
N (-5.338, -0.154, -0.590)
C (-5.874, 1.120, -0.999)
C (-6.212, 1.992, 0.225)
O (-6.599, 1.191, 1.326)
C (-7.259, 0.016, 0.926)
C (-6.289, -0.929, 0.186)
C (-3.491, -1.652, -0.228)
C (-2.140, -1.894, -0.102)
H (2.353, -2.023, 0.231)
H (3.215, 1.520, -0.291)
H (5.556, 2.287, -0.262)
H (6.866, -1.710, 0.480)
H (4.533, -2.478, 0.452)
H (0.315, -2.158, 0.112)
H (-0.986, 1.251, -0.456)
H (-3.356, 1.698, -0.648)
H (-5.176, 1.630, -1.661)
H (-6.787, 0.917, -1.572)
H (-7.018, 2.699, -0.028)
H (-5.341, 2.556, 0.566)
H (-8.126, 0.261, 0.295)
H (-7.620, -0.454, 1.842)
H (-5.746, -1.523, 0.922)
H (-6.859, -1.605, -0.466)
H (-4.174, -2.487, -0.194)
H (-1.796, -2.909, 0.051)

Forces on atoms 1 to 3 (eV/Å):
O -0.05 0.31 -0.05
C 0.15 -0.42 0.07
N -0.15 -0.44 0.06

Copy entry 3 word for word.
The molecule C17H18ClN3O2. Source: the Open Molecules 2025 dataset; level of theory: ωB97M-V with the def2-TZVPD basis set.

Calculated values
LUMO = 0.5 eV
Energy above the lowest of the compared OMol25 structures with the same formula, charge and spin = 26.2 kcal/mol
Frontier orbital gap = 0.285 Ha
SMILES = O=C(Nc1ccc(Cl)cc1)Nc1ccc(N2CCOCC2)cc1
E_tot = -1433.562945 a.u.
HOMO level = -7.2965 eV

Element x y z (Å)
O (1.162, 0.857, -0.302)
C (1.225, -0.335, -0.110)
N (2.411, -1.027, 0.073)
C (3.711, -0.528, 0.078)
C (4.013, 0.817, -0.123)
C (5.327, 1.244, -0.107)
C (6.349, 0.335, 0.110)
Cl (7.994, 0.874, 0.130)
C (6.066, -1.006, 0.311)
C (4.753, -1.431, 0.294)
N (0.144, -1.175, -0.044)
C (-1.216, -0.856, -0.181)
C (-1.685, 0.435, -0.392)
C (-3.039, 0.677, -0.507)
C (-3.979, -0.355, -0.424)
N (-5.338, -0.154, -0.590)
C (-5.874, 1.120, -0.999)
C (-6.212, 1.992, 0.225)
O (-6.599, 1.191, 1.326)
C (-7.259, 0.016, 0.926)
C (-6.289, -0.929, 0.186)
C (-3.491, -1.652, -0.228)
C (-2.140, -1.894, -0.102)
H (2.353, -2.023, 0.231)
H (3.215, 1.520, -0.291)
H (5.556, 2.287, -0.262)
H (6.866, -1.710, 0.480)
H (4.533, -2.478, 0.452)
H (0.315, -2.158, 0.112)
H (-0.986, 1.251, -0.456)
H (-3.356, 1.698, -0.648)
H (-5.176, 1.630, -1.661)
H (-6.787, 0.917, -1.572)
H (-7.018, 2.699, -0.028)
H (-5.341, 2.556, 0.566)
H (-8.126, 0.261, 0.295)
H (-7.620, -0.454, 1.842)
H (-5.746, -1.523, 0.922)
H (-6.859, -1.605, -0.466)
H (-4.174, -2.487, -0.194)
H (-1.796, -2.909, 0.051)

Forces on atoms 1 to 3 (eV/Å):
O -0.05 0.31 -0.05
C 0.15 -0.42 0.07
N -0.15 -0.44 0.06

Q: The lowest LUMO belongs to which entry?
A: C66H177N7O38

Q: Which of these has the highest LUMO?
A: C5H7NO